Here is 2 unconnected molecules or ions with the total composition C3H12N from the OMol25 dataset. Energies are from ωB97M-V/def2-TZVPD.

Geometry (Å):
1 C -2.42288 -2.74993 -2.74226
2 C -1.80524 -1.75696 -1.75412
3 H -1.63108 -3.29864 -3.27947
4 H -3.04569 -2.21811 -3.48109
5 H -3.05562 -3.47864 -2.20819
6 H -1.18243 -2.28876 -1.01529
7 H -1.17251 -1.02824 -2.28819
8 H -2.59703 -1.20824 -1.21692
9 C 2.83550 2.12730 2.12909
10 N 1.38026 2.38174 2.36934
11 H 3.44982 2.77583 2.77611
12 H 3.09230 2.33553 1.07681
13 H 3.08209 1.07513 2.34983
14 H 1.13313 2.18672 3.36054
15 H 1.14274 3.37290 2.16250
16 H 0.79667 1.77237 1.76132

HOMO = -0.510 Ha
Gap between HOMO and LUMO = 0.3529 hartree
E = -175.97976 hartree
Relative energy (zero: lowest compared OMol25 entry of this formula, charge and spin) = 11.1 kcal/mol
Total charge = +1

---

Here is a molecular structure, H12O8V from the OMol25 dataset. Energies are from ωB97M-V/def2-TZVPD.

Geometry (Å):
1 O 15.20010 -14.29408 22.38493
2 V 15.29568 -15.07468 23.76303
3 O 15.39317 -13.92210 24.82396
4 O 17.21527 -15.93986 23.44215
5 H 18.05372 -15.71706 23.88016
6 H 17.43363 -16.20425 22.53160
7 O 15.26620 -16.56956 25.56097
8 H 15.80313 -17.30475 25.88913
9 H 14.95406 -16.09309 26.35090
10 O 13.09170 -14.91128 24.11421
11 H 12.33365 -15.26291 23.62573
12 H 12.84422 -14.02525 24.41994
13 O 14.71762 -17.08809 22.79999
14 H 14.04674 -17.53545 23.34923
15 H 15.44422 -17.73473 22.76950
16 O 14.23733 -16.78140 19.84477
17 H 14.61985 -16.61784 20.71418
18 H 13.28420 -16.82447 19.97956
19 O 14.79184 -12.33410 27.54710
20 H 15.64770 -11.89824 27.45559
21 H 14.45641 -12.40720 26.64707

HOMO = -0.511 Ha
Gap between HOMO and LUMO = 0.3437 hartree
E = -1552.91671 hartree
Relative energy (zero: lowest compared OMol25 entry of this formula, charge and spin) = 8.5 kcal/mol
Total charge = +1

---

Here is 2 unconnected molecules or ions with the total composition CBrClFI from the OMol25 dataset. Energies are from ωB97M-V/def2-TZVPD.

Geometry (Å):
1 C 0.13178 0.11548 -0.52002
2 F 0.09349 1.33956 -1.01225
3 Cl 1.66883 -0.57952 -0.39520
4 Br -1.33913 -0.92823 -0.95799
5 I -0.55497 0.05271 2.88545

HOMO (spin up / spin down) = -0.367 / -0.325 Ha
Gap between HOMO and LUMO (spin up / spin down) = 0.3309 / 0.2143 hartree
E = -3469.77976 hartree
Relative energy (zero: lowest compared OMol25 entry of this formula, charge and spin) = 40.4 kcal/mol
Total charge = 0

---

Here is 2 unconnected molecules or ions with the total composition C3H3Br2N from the OMol25 dataset. Energies are from ωB97M-V/def2-TZVPD.

Geometry (Å):
1 C -0.46107 -1.59127 0.22615
2 C 0.86354 0.50682 -0.33084
3 C -0.50319 -0.25597 -0.12562
4 N -0.75862 -2.64390 0.52010
5 Br 0.76452 2.35508 -0.01472
6 Br -1.93051 0.43433 -1.03021
7 H 1.61815 0.30090 0.41394
8 H 1.19919 0.21743 -1.28455
9 H -0.79200 0.67659 1.62576

HOMO (spin up / spin down) = -0.369 / -0.346 Ha
Gap between HOMO and LUMO (spin up / spin down) = 0.3122 / 0.3044 hartree
E = -5318.73173 hartree
Relative energy (zero: lowest compared OMol25 entry of this formula, charge and spin) = 90.8 kcal/mol
Total charge = 0

---

Here is 2 unconnected molecules or ions with the total composition C4H7NO from the OMol25 dataset. Energies are from ωB97M-V/def2-TZVPD.

Geometry (Å):
1 O 2.12835 -0.88721 1.22689
2 C 0.89110 0.68287 -0.31748
3 C -0.08524 -0.17614 -0.59967
4 C -1.38512 -0.18366 0.17963
5 C -2.28042 0.81447 -0.41666
6 N -2.92142 1.62800 -0.92974
7 H 2.80317 -0.93158 0.54120
8 H 1.80067 0.73856 -0.90836
9 H 0.84694 1.34824 0.54132
10 H 1.31801 -1.11687 0.74555
11 H -0.01249 -0.83713 -1.46010
12 H -1.22020 0.07849 1.23125
13 H -1.88332 -1.15804 0.16618

HOMO = -0.375 Ha
Gap between HOMO and LUMO = 0.4002 hartree
E = -286.55577 hartree
Relative energy (zero: lowest compared OMol25 entry of this formula, charge and spin) = 47.6 kcal/mol
Total charge = 0
SMILES = C=CCC#N.O

---

Here is a molecular structure, C35H29N6O7RuSe from the OMol25 dataset. Energies are from ωB97M-V/def2-TZVPD.

Geometry (Å):
1 Ru 0.20550 -0.33198 0.16484
2 C 3.75738 -2.81932 -1.65185
3 O 3.62158 -3.10964 -0.24865
4 C 2.50979 -2.43062 0.13998
5 N 1.73364 -1.99303 -0.82798
6 C 2.34019 -2.45273 -2.08899
7 C 2.24794 -1.45787 -3.22277
8 C 1.04615 -0.79220 -3.45403
9 C 0.92741 0.12652 -4.48524
10 C 2.00903 0.37378 -5.32319
11 C 3.19865 -0.30926 -5.12385
12 C 3.31770 -1.21929 -4.07834
13 C 2.24260 -2.21206 1.49946
14 C 2.89650 -2.80918 2.60771
15 C 2.48077 -2.52563 3.87263
16 C 1.40414 -1.60552 4.09023
17 C 0.82762 -1.04990 2.99148
18 N 1.19262 -1.33634 1.71998
19 C -0.22215 0.02867 2.99986
20 N -1.26025 -0.27506 2.00213
21 C -2.50822 0.22884 2.52862
22 C -2.12278 0.82633 3.90428
23 O -0.86611 0.19990 4.19845
24 C -3.24341 1.14966 1.57788
25 C -2.59592 2.20677 0.94682
26 C -3.30088 3.04097 0.09014
27 C -4.65580 2.83118 -0.13577
28 C -5.30981 1.78546 0.50372
29 C -4.60306 0.94588 1.35474
30 H 4.16895 -3.69279 -2.14967
31 H 4.43817 -1.97198 -1.76479
32 H 1.82644 -3.36977 -2.40833
33 H 0.20507 -1.00534 -2.80953
34 H -0.00362 0.66129 -4.63513
35 H 1.92093 1.09111 -6.12971
36 H 4.04349 -0.13066 -5.77813
37 H 4.26055 -1.73659 -3.93427
38 H 3.71204 -3.49519 2.41636
39 H 2.96671 -2.99148 4.72142
40 H 1.07256 -1.31382 5.07670
41 H -3.14725 -0.65289 2.67422
42 H -2.81593 0.55880 4.69651
43 H -2.02683 1.91095 3.83976
44 H -1.55049 2.40242 1.14752
45 H -2.78549 3.85935 -0.39949
46 H -5.20423 3.48504 -0.80273
47 H -6.36923 1.62352 0.34194
48 H -5.11074 0.12145 1.84769
49 O -0.69648 2.60376 -2.46418
50 C -0.18704 1.85793 -1.65259
51 N -0.74154 0.70714 -1.17773
52 C -2.04704 0.30746 -1.66942
53 C -2.41186 -1.00339 -1.03239
54 C -3.70837 -1.49291 -1.00105
55 C -3.94354 -2.73023 -0.42994
56 C -2.88106 -3.45759 0.08869
57 C -1.61997 -2.89900 0.04192
58 N -1.39789 -1.69837 -0.49482
59 C 1.17472 2.10464 -1.05624
60 C 1.83765 3.29419 -1.22475
61 C 3.07593 3.45244 -0.61697
62 C 3.60617 2.41092 0.11928
63 C 2.88109 1.24079 0.24441
64 N 1.69218 1.09219 -0.33575
65 H -2.01833 0.17970 -2.75683
66 H -2.80387 1.06921 -1.46723
67 H -4.51666 -0.89749 -1.40921
68 H -4.95149 -3.12610 -0.38299
69 H -3.02683 -4.43319 0.53278
70 H -0.74940 -3.40009 0.44739
71 H 1.36690 4.06910 -1.81420
72 H 3.61110 4.39004 -0.70015
73 H 4.55087 2.50785 0.63470
74 H 3.24342 0.40408 0.82725
75 O -0.47642 3.67102 2.96755
76 Se 0.80518 2.78775 3.37368
77 O 2.17264 3.10827 2.59670
78 O 0.37195 1.18743 2.40857
79 O 0.91609 2.32469 4.90087

HOMO (spin up / spin down) = -0.205 / -0.323 Ha
Gap between HOMO and LUMO (spin up / spin down) = 0.1928 / 0.2539 hartree
E = -4702.54268 hartree
Total charge = 0
Spin multiplicity = 6

---

Here is a molecular structure, C4H7N2O9OsS from the OMol25 dataset. Energies are from ωB97M-V/def2-TZVPD.

Geometry (Å):
1 Os 1.24693 1.11681 -0.11512
2 N -2.59982 0.10046 1.11243
3 C -3.19145 -1.11810 1.16966
4 C -2.59600 -2.21165 1.80200
5 C -0.23556 -2.64754 -0.05112
6 O -0.07048 -3.66449 0.47425
7 O -0.40895 -1.63277 -0.58669
8 H -1.81874 0.32733 1.71002
9 H -2.89853 0.77262 0.42771
10 H -3.79973 -1.34913 0.29444
11 H -3.94144 -1.28309 2.09226
12 H -3.08097 -3.17874 1.72594
13 H -1.83713 -2.06267 2.56465
14 O 1.74740 0.53680 3.50925
15 S 0.94244 0.23475 2.39414
16 O -0.13432 -0.71180 2.52720
17 O 0.40731 1.50413 1.66095
18 O 1.84261 -0.22600 1.14727
19 O 0.99756 3.10982 -0.79007
20 C -0.19284 2.89599 -1.13786
21 O -0.59783 1.69469 -1.03551
22 H -0.83972 3.69335 -1.50579
23 O 2.63715 0.13691 -2.44914
24 N 2.09107 0.54491 -1.54832

HOMO = -0.507 Ha
Gap between HOMO and LUMO = 0.2996 hartree
E = -1431.81158 hartree
Relative energy (zero: lowest compared OMol25 entry of this formula, charge and spin) = 0.0 kcal/mol
Total charge = +1

---

Here is 2 unconnected molecules or ions with the total composition C3H4BrNO from the OMol25 dataset. Energies are from ωB97M-V/def2-TZVPD.

Geometry (Å):
1 C -2.44004 1.48028 0.16886
2 C -2.98619 2.67215 0.12147
3 C 0.72241 -0.28986 -1.50211
4 N 1.11059 0.31473 -0.47063
5 O -2.14605 0.34348 0.29706
6 Br 2.86626 0.27650 -0.02967
7 H -3.86816 2.89206 0.65120
8 H -2.90635 3.40126 -0.70595
9 H -0.34695 -0.33006 -1.62532
10 H 1.36299 -0.83636 -2.23372

HOMO = -0.346 Ha
Gap between HOMO and LUMO = 0.3716 hartree
E = -2820.61781 hartree
Relative energy (zero: lowest compared OMol25 entry of this formula, charge and spin) = 60.0 kcal/mol
Total charge = 0
SMILES = C=C=O.C=NBr

---

| no. | largest force on an atom (eV/A) |
| --- | --- |
| 1 | 1.22 |
| 2 | 2.24 |
| 3 | 0.94 |
| 4 | 5.41 |
| 5 | 1.03 |
| 6 | 0.89 |
| 7 | 2.63 |
| 8 | 2.37 |